Computed, not measured: a cluster of 11 separate species, C19H64N4O11 in total, with ωB97M-V/def2-TZVPD.

2S+1: 1
Kohn-Sham gap (eV): 8.92
SMILES: COC[C@H](C)N.COC[C@H](C)N.COC[C@H](C)N.COC[C@H](C)N.CO.CO.CO.O.O.O.O
HOMO (eV): -8.67
Total energy (a.u.): -1808.7750

CARTESIAN COORDINATES (ANGSTROEM)
C (9.83862, 18.06459, 11.02612)
O (10.08293, 17.12993, 10.03967)
H (8.92237, 18.64052, 10.93632)
H (9.77948, 17.68674, 12.07510)
H (10.64339, 18.81215, 11.11909)
H (10.01646, 17.57911, 9.18396)
C (10.22499, 23.02587, 8.89471)
O (9.94908, 21.74819, 9.44957)
H (10.26954, 23.76396, 9.69219)
H (11.05671, 22.99937, 8.23469)
H (9.27411, 23.32423, 8.37143)
H (10.51768, 21.55933, 10.28372)
C (5.61916, 16.89104, 12.18738)
O (5.13633, 17.49036, 10.94286)
H (6.20062, 17.70248, 12.67221)
H (4.85158, 16.59503, 12.85991)
H (6.23228, 15.95791, 12.12332)
H (5.24195, 16.79583, 10.27416)
O (9.83239, 19.07431, 8.13635)
H (9.93867, 19.91345, 8.65751)
H (9.07151, 19.21234, 7.54746)
O (12.84232, 16.44962, 9.55775)
H (13.21308, 17.22047, 9.05538)
H (11.95050, 16.71442, 9.79216)
O (5.18206, 20.27986, 9.85945)
H (4.42004, 20.37049, 10.41968)
H (5.34928, 19.30725, 10.07908)
O (7.48252, 20.34275, 8.35798)
H (7.55452, 21.03999, 8.97284)
H (6.53098, 20.18921, 8.37265)
C (9.02095, 10.42767, 7.42892)
C (10.42358, 10.77694, 7.49694)
C (10.76089, 12.08971, 8.26038)
O (12.20150, 12.15554, 8.32534)
C (12.62553, 13.37073, 8.96924)
N (11.12772, 9.67585, 8.23019)
H (8.49647, 10.62968, 8.41495)
H (8.94397, 9.36776, 7.34503)
H (8.51188, 10.96263, 6.67963)
H (10.94938, 10.91986, 6.56513)
H (10.34713, 12.07260, 9.29701)
H (10.40091, 12.96240, 7.66042)
H (13.67707, 13.36565, 9.16500)
H (12.06414, 13.52175, 9.89266)
H (12.31728, 14.14495, 8.25083)
H (10.53582, 9.34266, 9.00093)
H (12.05235, 9.98355, 8.66683)
C (17.13923, 18.57998, 8.24606)
C (16.12272, 17.77764, 8.99956)
C (15.55597, 16.66322, 8.10713)
O (14.76192, 17.22232, 7.06950)
C (14.37430, 16.35139, 6.08364)
N (16.89389, 17.19585, 10.18487)
H (17.87689, 17.85096, 7.91321)
H (17.60007, 19.36567, 8.85586)
H (16.73274, 19.07303, 7.36064)
H (15.34052, 18.39629, 9.33888)
H (14.94897, 15.99211, 8.71770)
H (16.39236, 16.08459, 7.75441)
H (13.99578, 15.42557, 6.53114)
H (15.28021, 16.13816, 5.41894)
H (13.50928, 16.77500, 5.50181)
H (16.25831, 16.56546, 10.63105)
H (17.18869, 17.93685, 10.76369)
C (11.31262, 15.53607, 13.42910)
C (11.43771, 14.03075, 13.14594)
C (10.18294, 13.68908, 12.24649)
O (10.21240, 12.22086, 12.00952)
C (9.00333, 11.62509, 11.63560)
N (12.73318, 13.94349, 12.40641)
H (11.43699, 16.07860, 12.47392)
H (12.05572, 16.00140, 14.06604)
H (10.27142, 15.80032, 13.76648)
H (11.46143, 13.47087, 13.99399)
H (10.25918, 14.19657, 11.21127)
H (9.24271, 13.99042, 12.68640)
H (9.14428, 10.56932, 11.67786)
H (8.63101, 12.03198, 10.69412)
H (8.25292, 11.91107, 12.36883)
H (12.77911, 13.01933, 11.99609)
H (12.60451, 14.51427, 11.53428)
C (10.23585, 22.74467, 13.01366)
C (11.78325, 22.72913, 13.13756)
C (12.34689, 21.37228, 12.87169)
O (11.98824, 20.99375, 11.50802)
C (12.98760, 20.27555, 10.82558)
N (12.30124, 23.71492, 12.17249)
H (9.88730, 22.13330, 12.20060)
H (9.85620, 23.71684, 12.75820)
H (9.69102, 22.24763, 13.84138)
H (12.07620, 23.03838, 14.19723)
H (11.84613, 20.66491, 13.54742)
H (13.48083, 21.29606, 12.97249)
H (12.79282, 20.34865, 9.74681)
H (13.01244, 19.18151, 10.99523)
H (13.95670, 20.75724, 10.94779)
H (13.30141, 23.69460, 12.07364)
H (11.98053, 24.67220, 12.18597)